# 1
C3H13NO4 | wB97M-V/def2-TZVPD

```
21
Properties=species:S:1:pos:R:3
H -2.09193 1.66241 0.12667
H 0.53355 -2.41912 3.00632
H -2.64714 2.26363 1.56957
H -0.67878 -2.19853 0.55912
O -1.92326 2.08166 0.96747
H 2.13090 0.94403 0.17938
H 1.83234 2.61571 -0.05153
N 0.75988 -0.91220 1.56880
H 1.23216 -0.93344 3.65029
H -2.55017 2.23790 -3.43242
H 0.99338 -2.69228 0.52735
H 0.78527 -0.13825 -0.82036
O 0.38577 -1.85633 -1.86762
H -0.44620 -0.90550 3.30293
H 0.27896 -0.02569 1.54946
C 0.49147 -1.21038 -0.85634
O 1.80476 1.69868 -0.32083
O -1.71855 1.81872 -3.17740
H -1.58675 1.94720 -2.23452
C 0.36200 -1.81318 0.53145
C 0.48927 -1.33702 2.95443
```

Results
SMILES: CNCC=O.O.O.O
Total energy: -13000.3166 eV
Net charge: 0
Relative energy (zero: lowest compared OMol25 entry of this formula, charge and spin): 274.87 kJ/mol
HOMO-LUMO gap: 9.48 eV
Spin multiplicity: 1

Atomic partial charges in e from the Mulliken method, atoms 1 to 2: atom 1 (H): 0.316, atom 2 (H): 0.325

# 2
C3H13NO4 | wB97M-V/def2-TZVPD

```
21
Properties=species:S:1:pos:R:3
N 0.44486 -1.98526 0.27252
C -1.68439 -2.43494 -0.85768
H -0.93991 -2.87044 -1.57304
O -0.72193 0.31348 1.12186
H -2.39814 -3.14436 -0.53385
H -2.15770 -1.70700 -1.45711
H 1.23789 2.60586 1.27541
O 2.29505 2.13421 -1.26954
H -1.27081 -2.68117 1.32510
O 1.54401 1.70252 1.66556
H 0.81569 -1.38838 1.05703
H -2.45457 -0.14854 0.37074
H 0.56985 2.01186 -1.47384
H 0.76219 1.18440 1.91399
C -1.53927 -0.51129 0.77685
H 2.47553 1.57490 -0.46558
C -1.02476 -1.92537 0.41517
O -0.21301 1.41887 -1.56491
H -0.75673 1.62427 -2.32093
H 0.81867 -1.56196 -0.55392
H 2.44157 3.07437 -1.10145
```

Results
SMILES: C[C@@H](N)C=O.O.O.O
Total energy: -13000.7286 eV
Net charge: 0
Relative energy (zero: lowest compared OMol25 entry of this formula, charge and spin): 235.12 kJ/mol
HOMO-LUMO gap: 9.90 eV
Spin multiplicity: 1

Atomic partial charges in e from the Mulliken method, atoms 1 to 2: atom 1 (N): -0.749, atom 2 (C): -1.383

# 3
C3H13O3S | wB97M-V/def2-TZVPD

```
20
Properties=species:S:1:pos:R:3
O 1.64879 -0.76568 0.82600
H -0.51689 2.92575 -2.22225
H 0.46954 3.85232 -0.06573
H -0.00676 2.40085 0.76277
S 1.84261 1.90373 -0.76412
H -1.75919 3.03729 -0.91280
O 0.39262 -4.94459 2.52397
O -0.28036 -2.74385 0.68071
H -1.52724 0.78542 -0.36392
H -1.95235 0.93522 -2.17152
H -1.05173 -2.18586 0.64138
H 0.04785 -5.42154 1.76518
H 2.39786 -0.80835 0.21312
H 0.40976 -2.03673 0.74811
H 1.43354 0.17428 0.53290
C -0.80421 2.57748 -1.22956
H 0.47086 -4.04896 2.17773
C 0.32868 2.78261 -0.20962
H -0.31487 0.51061 -1.55686
C -1.22849 1.07001 -1.37550
```

Results
Total energy: -20301.2360 eV
Net charge: -1
Relative energy (zero: lowest compared OMol25 entry of this formula, charge and spin): 45.97 kJ/mol
HOMO-LUMO gap: 6.84 eV
Spin multiplicity: 1

Atomic partial charges in e from the Mulliken method, atoms 1 to 2: atom 1 (O): -0.772, atom 2 (H): 0.294

# 4
C3H13O3S | wB97M-V/def2-TZVPD

```
20
Properties=species:S:1:pos:R:3
O 2.16650 -1.15915 2.19332
O 3.95752 1.05392 1.42624
H -0.67547 2.09278 -0.88088
H -0.58671 -3.17844 -1.08128
H 3.94339 0.25342 1.96722
H -2.52110 2.07518 0.50327
H -2.47793 -0.37436 -1.30006
H -0.48566 -1.73213 -1.43923
C -0.84852 1.08215 -1.25262
H -4.05104 1.31095 0.15780
H 3.32130 0.83847 0.74025
C -2.32297 0.69621 -1.17552
H 1.37765 -1.25559 2.74118
H 1.77696 -0.73827 1.41373
H -2.83695 1.13951 -2.02806
O -1.08676 -2.46498 -1.49334
H -2.88594 0.43834 0.93322
C -2.96733 1.16337 0.11885
S 0.19854 0.03299 -0.20085
H -0.50977 1.00466 -2.27267
```

Results
Total energy: -20298.0912 eV
Net charge: 0
<S²>: 0.753
Relative energy (zero: lowest compared OMol25 entry of this formula, charge and spin): 30.34 kJ/mol
HOMO-LUMO gap (alpha / beta): 10.62 / 6.93 eV
Spin multiplicity: 2

Atomic partial charges in e from the Mulliken method, atoms 1 to 2: atom 1 (O): -0.606, atom 2 (O): -0.620

# 5
C3H13O5 | wB97M-V/def2-TZVPD

```
21
Properties=species:S:1:pos:R:3
H -0.36388 2.21322 -1.63071
H 1.37848 -1.28906 -1.05917
O -0.90425 2.18238 -0.83741
H -1.87808 -1.61410 0.99212
H 0.28055 -1.64582 -2.21568
H 2.66798 0.23410 -0.64773
C -1.55061 -0.72602 1.56868
H 2.59664 1.70555 -1.04160
O 2.61522 0.83729 -1.45377
H -1.09191 1.31187 1.61437
H 0.48718 -0.76928 1.07269
C -1.01575 0.79364 -0.42036
H -1.54209 0.35867 -1.27599
H -2.09733 -0.77047 2.52309
H -2.73078 1.09980 0.95108
O 1.69536 -0.67680 0.43421
H 0.03981 0.40520 -0.40982
O -0.22064 -1.06381 1.87741
O 1.08587 -1.92556 -1.78152
C -1.69731 0.70757 0.89951
H 2.24551 -1.36836 0.84061
```

Results
Total energy: -13559.8121 eV
Net charge: -1
Relative energy (zero: lowest compared OMol25 entry of this formula, charge and spin): 62.32 kJ/mol
HOMO-LUMO gap: 8.59 eV
Spin multiplicity: 1

Atomic partial charges in e from the Mulliken method, atoms 1 to 2: atom 1 (H): 0.301, atom 2 (H): 0.436

# 6
C3H14N2O2 | wB97M-V/def2-TZVPD

```
21
Properties=species:S:1:pos:R:3
H -0.22191 0.90930 -2.73917
H -0.18355 0.02488 1.98203
H 2.56730 -0.52527 0.89940
C -1.10183 0.77544 -0.67280
N 1.90442 -0.29131 1.60455
H -0.80405 2.44842 -2.19480
H -1.82938 1.31728 -0.10354
H 2.24135 0.54410 2.06120
H -2.09731 -0.69779 2.73173
H 0.12962 -1.17493 0.73214
H -1.28636 -1.87507 3.00287
C -0.96364 1.38447 -2.08315
H -1.90421 1.12081 -2.51033
N 0.20386 0.68966 -0.00965
H -1.52487 -0.32189 -0.74500
O 1.70761 -1.63501 -1.95711
C 0.50676 -0.20716 1.16365
O -1.88815 -1.55887 2.32398
H 1.49470 -1.14087 -1.16130
H 0.60016 1.61745 0.17781
H 2.44949 -1.40366 -2.50250
```

Results
Total energy: -10411.1727 eV
Net charge: -1
<S²>: 0.750
Relative energy (zero: lowest compared OMol25 entry of this formula, charge and spin): 115.31 kJ/mol
HOMO-LUMO gap (alpha / beta): 2.46 / 8.55 eV
Spin multiplicity: 2

Atomic partial charges in e from the Mulliken method, atoms 1 to 2: atom 1 (H): 0.261, atom 2 (H): -0.108

# 7
C3H14N2O2 | wB97M-V/def2-TZVPD

```
21
Properties=species:S:1:pos:R:3
H -0.12786 -3.23419 1.79904
H 1.09580 -1.70373 0.27010
H -0.76777 -4.30350 2.68286
H 0.36441 2.00739 -0.65149
O 2.50265 0.66543 -2.43138
H -1.22333 3.74669 -0.99561
C -0.00963 -0.10088 0.72923
H -0.41984 -1.87009 -0.18122
H -0.85896 1.73375 -1.92039
N -1.51047 2.95803 -0.43154
H 2.46848 0.73791 -1.45067
H -0.20248 0.19723 1.76582
H -1.29597 3.20137 0.53411
H 0.94892 0.36478 0.47790
H -1.45170 -0.20288 -0.90291
O 0.07816 -3.85713 2.53004
C -0.68593 1.80124 -0.84644
H -1.97077 0.73067 0.46376
H 2.72159 1.58172 -2.70052
N 0.14228 -1.56874 0.61014
C -1.10911 0.51511 -0.15590
```

Results
Total energy: -10411.9347 eV
Net charge: -1
<S²>: 0.750
Relative energy (zero: lowest compared OMol25 entry of this formula, charge and spin): 41.79 kJ/mol
HOMO-LUMO gap (alpha / beta): 2.67 / 9.67 eV
Spin multiplicity: 2

Atomic partial charges in e from the Mulliken method, atoms 1 to 2: atom 1 (H): 0.420, atom 2 (H): 0.457

# 8
C3H14N2O2 | wB97M-V/def2-TZVPD

```
21
Properties=species:S:1:pos:R:3
H -0.44335 -1.19221 -2.31045
H 0.51153 -1.01544 1.47555
H -1.52445 -1.81265 -0.90958
H 3.01033 -1.23019 -0.32072
C -0.95751 -0.96167 -1.31103
N -1.94066 0.09625 -1.50390
C 0.96879 -1.16866 0.51715
H -2.26964 0.44295 -0.59552
H 0.73252 0.16772 -1.10332
H 2.86082 -1.64167 1.47111
H 2.74811 0.05125 0.86368
H 1.18847 1.29260 1.05588
O 1.80773 2.07342 1.04804
H -3.82334 1.58987 -0.04842
H -1.52247 0.88539 -1.99624
H 0.68647 -2.34651 0.25074
O -3.52483 1.65429 0.78433
C 2.44250 -1.05978 0.64633
H -2.56035 1.94506 0.84477
N 0.17168 -0.34497 -0.47824
H 1.43768 2.57496 1.61983
```

Results
SMILES: CCNCN.O.O
Total energy: -10411.0750 eV
Net charge: 0
Relative energy (zero: lowest compared OMol25 entry of this formula, charge and spin): 262.07 kJ/mol
HOMO-LUMO gap: 9.41 eV
Spin multiplicity: 1

Atomic partial charges in e from the Mulliken method, atoms 1 to 2: atom 1 (H): 0.301, atom 2 (H): 0.314

What did the third record say?
C3H13O3S | wB97M-V/def2-TZVPD

```
20
Properties=species:S:1:pos:R:3
O 1.64879 -0.76568 0.82600
H -0.51689 2.92575 -2.22225
H 0.46954 3.85232 -0.06573
H -0.00676 2.40085 0.76277
S 1.84261 1.90373 -0.76412
H -1.75919 3.03729 -0.91280
O 0.39262 -4.94459 2.52397
O -0.28036 -2.74385 0.68071
H -1.52724 0.78542 -0.36392
H -1.95235 0.93522 -2.17152
H -1.05173 -2.18586 0.64138
H 0.04785 -5.42154 1.76518
H 2.39786 -0.80835 0.21312
H 0.40976 -2.03673 0.74811
H 1.43354 0.17428 0.53290
C -0.80421 2.57748 -1.22956
H 0.47086 -4.04896 2.17773
C 0.32868 2.78261 -0.20962
H -0.31487 0.51061 -1.55686
C -1.22849 1.07001 -1.37550
```

Results
Total energy: -20301.2360 eV
Net charge: -1
Relative energy (zero: lowest compared OMol25 entry of this formula, charge and spin): 45.97 kJ/mol
HOMO-LUMO gap: 6.84 eV
Spin multiplicity: 1

Atomic partial charges in e from the Mulliken method, atoms 1 to 2: atom 1 (O): -0.772, atom 2 (H): 0.294